1.
Entry from the Open Molecules 2025 dataset: a structure of composition C3H9NO2 in a non-equilibrium geometry (the ωB97M-V functional and the def2-TZVPD basis).

Each line ends with the natural charge from an NBO analysis.
Positions of all 15 atoms, in Å:
C -0.121 0.480 -0.345  -0.78
C 1.189 0.188 -0.724  0.22
C 1.969 -0.828 -0.034  0.00
N 3.014 -1.424 -0.447  -0.45
O -2.698 0.768 -0.466  -1.08
H -0.148 1.491 0.080  0.36
H -0.409 -0.228 0.420  0.31
H -0.887 0.495 -1.149  0.40
H 1.568 -1.137 0.917  0.21
H 1.759 0.950 -1.254  0.20
H -2.032 0.516 2.545  0.46
H 3.400 -1.007 -1.295  0.34
H -3.581 0.595 -0.804  0.46
H -2.439 0.545 0.649  0.50
O -1.715 0.384 1.649  -1.14

The calculation puts the electronic energy at -324.72509 Eh. The HOMO-LUMO gap comes out at 5.10 eV. The energy above the lowest of the compared OMol25 structures with the same formula, charge and spin is 649.88 kJ/mol. The net charge is 0. The LUMO energy comes out at -0.124 hartree.

---

2.
Entry from the Open Molecules 2025 dataset: a cluster of 2 separate species, C3H9NO2 in total in a non-equilibrium geometry (the ωB97M-V functional and the def2-TZVPD basis).

Each line ends with the natural charge from an NBO analysis.
Positions of all 15 atoms, in Å:
C -0.745 1.527 1.925  -0.72
C -0.540 0.309 1.003  0.70
N 0.202 -0.719 1.600  -0.87
O -1.054 0.150 -0.063  -0.60
H -0.180 2.338 1.465  0.24
H -0.496 1.257 2.937  0.22
H -1.789 1.785 1.760  0.25
H -0.051 -1.607 1.219  0.40
H 0.827 -0.660 2.379  0.40
C 0.455 -0.651 -2.664  -0.25
O 1.620 -1.134 -2.045  -0.72
H 0.440 -0.968 -3.701  0.18
H -0.467 -1.069 -2.214  0.17
H 0.221 0.403 -2.490  0.17
H 1.556 -0.961 -1.113  0.46

The calculation puts the electronic energy at -324.92683 Eh. The HOMO-LUMO gap comes out at 10.41 eV. The energy above the lowest of the compared OMol25 structures with the same formula, charge and spin is 120.20 kJ/mol. The net charge is 0. As for the SMILES: CC(N)=O.CO. The LUMO energy comes out at 0.025 hartree.

---

3.
Entry from the Open Molecules 2025 dataset: a cluster of 3 separate species, C3H9NO2 in total in a non-equilibrium geometry (the ωB97M-V functional and the def2-TZVPD basis).

Each line ends with the natural charge from an NBO analysis.
Positions of all 15 atoms, in Å:
C -1.461 -1.766 0.641  -0.45
C -0.185 -1.871 0.241  -0.04
N 0.572 -1.254 -0.798  -0.43
C 1.657 -0.745 -0.372  0.00
H -2.161 -1.069 0.192  0.19
H -1.661 -2.445 1.455  0.22
H 0.197 -2.863 0.495  0.19
H 1.799 -0.489 0.685  0.15
H 2.472 -0.375 -0.992  0.19
O -1.518 2.055 0.340  -0.95
H -1.595 1.115 0.203  0.47
H -2.423 2.377 0.381  0.48
O 1.249 2.177 -0.298  -0.94
H 0.963 2.872 0.292  0.47
H 0.464 1.632 -0.268  0.47

The calculation puts the electronic energy at -324.85826 Eh. The HOMO-LUMO gap comes out at 9.94 eV. The energy above the lowest of the compared OMol25 structures with the same formula, charge and spin is 300.23 kJ/mol. The net charge is 0. As for the SMILES: C=CN=C.O.O. The LUMO energy comes out at 0.023 hartree.

---

4.
Entry from the Open Molecules 2025 dataset: a structure of composition C3H9NO2P in a non-equilibrium geometry (the ωB97M-V functional and the def2-TZVPD basis).

Each line ends with the natural charge from an NBO analysis.
Positions of all 16 atoms, in Å:
C -1.869 -0.097 1.782  -0.64
C 2.525 -0.204 -1.432  -0.38
C -0.943 0.506 0.728  -0.75
N 1.218 -0.079 -0.987  -1.12
O 1.358 -0.907 1.607  -1.15
O -0.752 -2.238 0.266  -1.13
P 0.593 -0.517 0.399  2.18
H -1.437 -0.141 2.698  0.20
H -2.936 0.392 1.730  0.18
H -1.998 -1.211 1.446  0.28
H 3.029 0.846 -1.672  0.14
H 2.486 -0.795 -2.344  0.16
H 3.142 -0.819 -0.838  0.17
H -0.493 1.505 0.987  0.21
H -1.280 0.534 -0.293  0.24
H -0.516 -2.714 1.090  0.44

The calculation puts the electronic energy at -666.32770 Eh. The HOMO-LUMO gap comes out at 8.38 eV. The energy above the lowest of the compared OMol25 structures with the same formula, charge and spin is 184.08 kJ/mol. The net charge is -1. The LUMO energy comes out at 0.153 hartree.